122
Properties=species:S:1:pos:R:3:forces:R:3:lowdin_charge:R:1 method="wB97M-V/def2-TZVPD" homo_lumo_gap_ev=6.261 charge=-1 mol_weight_g_mol=1430.8 energy_ha=-9360.3095
C 1.581706 1.361516 -1.158422 0.51 0.49 0.38 -0.1078
C 2.427493 0.981138 -2.142298 -0.51 -0.17 -0.77 -0.2840
C 2.171554 -0.078649 -3.219991 0.30 1.19 -0.30 -0.2536
Ga 1.395980 -1.855050 -2.550506 0.16 -0.16 -1.01 0.1286
I 1.076581 -2.038737 0.030746 -0.22 0.04 -0.14 0.4223
C -0.421628 -2.098479 -3.498715 -0.32 0.87 0.58 -0.2293
C -1.396697 -1.076712 -2.853660 1.22 0.15 -0.33 -0.2802
O -2.798047 -1.286243 -3.201856 0.32 -0.60 0.69 -0.0212
C -3.290295 -2.450591 -2.718252 0.40 -0.08 0.63 -0.5358
C -2.863732 -3.034787 -1.360134 0.20 0.24 -0.54 0.0153
O -4.086336 -3.052008 -3.378493 -1.00 -0.39 -0.66 0.0821
C 2.698304 -3.376391 -3.129762 0.00 -0.36 1.28 -0.1988
C 4.179098 -3.119787 -2.764475 -0.93 0.27 -0.82 -0.3414
O 5.053337 -3.976449 -3.517183 -0.29 -0.20 0.27 -0.0489
C 4.507259 -3.257006 -1.249918 0.84 -0.27 -0.90 -0.5974
F 4.477385 -2.095975 -0.597715 -0.38 0.05 0.05 0.1107
F 5.806074 -3.687589 -1.145609 0.07 0.05 0.26 0.0815
F 3.783401 -4.168302 -0.604194 -0.16 0.10 0.09 0.1139
H 0.540771 1.690408 -1.280155 -0.09 -1.63 0.15 0.0580
H 2.002935 1.394056 -0.137369 -0.08 1.49 -0.59 0.0463
H 3.391921 1.524802 -2.195109 0.29 -1.44 0.94 0.0820
H 1.546752 0.280006 -4.071930 0.14 -0.24 0.42 0.0508
H 3.165482 -0.311417 -3.664221 -0.53 0.18 0.06 0.0326
H -0.295947 -1.772516 -4.550859 -0.02 -0.58 0.35 0.0544
H -0.769780 -3.144043 -3.430850 0.04 0.43 -0.11 0.0466
H -1.132678 -0.089653 -3.278215 -0.36 -0.39 0.30 0.1161
H -1.265855 -0.998180 -1.758800 -0.30 -0.18 -0.42 0.0551
H -2.557765 -2.263174 -0.639622 -0.03 -0.51 -0.17 0.0702
H -2.034921 -3.741693 -1.559627 -0.17 0.56 0.25 0.0956
H -3.699170 -3.649875 -0.992333 0.25 0.47 -0.13 0.0739
H 2.352477 -4.268422 -2.558771 0.19 0.34 -0.36 0.0534
H 2.593196 -3.631059 -4.199643 0.23 0.43 0.33 0.0629
H 4.430507 -2.082082 -3.051344 0.22 -0.46 0.24 0.1341
H 4.557422 -4.806519 -3.595739 0.25 0.22 -0.10 0.0939
C 5.640905 3.632397 -0.076132 0.48 0.15 0.08 -0.1665
C 5.177128 3.860798 1.348983 -0.21 -0.50 0.08 -0.1615
O 4.338932 5.016244 1.281713 1.41 -0.08 -2.54 -0.2697
S 3.591178 5.041563 -0.141764 0.42 -0.54 0.38 0.6112
O 2.294088 4.491659 0.026852 -0.01 0.39 -0.26 -0.2158
O 3.814847 6.309520 -0.744551 -0.26 0.02 0.09 -0.2261
O 4.508421 3.944676 -0.886401 -0.36 0.10 0.27 -0.1914
H 6.451866 4.315107 -0.343202 0.01 -0.03 0.04 0.1303
H 5.959914 2.606458 -0.249360 -0.22 0.00 -0.14 0.1366
H 6.004966 4.028660 2.034534 -0.10 0.24 0.00 0.1361
H 4.571630 3.024034 1.707946 0.06 -0.02 -0.01 0.1398
C -7.379780 -3.199704 0.399241 -0.50 -0.14 0.09 -0.1523
C -7.416695 -1.852202 1.089473 0.12 0.32 -0.46 -0.1643
O -6.570668 -2.005462 2.236998 -0.01 -0.54 0.04 -0.1948
S -5.384284 -3.040127 1.882955 -0.33 0.13 -0.52 0.6092
O -4.234834 -2.287754 1.519573 -0.03 -0.25 0.28 -0.2160
O -5.358490 -4.049900 2.877919 0.19 0.21 0.14 -0.2120
O -6.029096 -3.650025 0.541601 0.25 0.45 0.30 -0.1840
H -8.034264 -3.919171 0.897083 -0.01 0.04 -0.01 0.1349
H -7.649267 -3.132730 -0.652672 0.25 -0.03 -0.02 0.1328
H -8.421712 -1.565265 1.390210 0.10 -0.06 0.23 0.1378
H -6.990076 -1.071987 0.454863 -0.06 -0.08 -0.04 0.1150
C -5.192489 -2.714931 -7.494023 0.46 0.25 0.12 -0.1591
C -5.590175 -2.476015 -6.053466 0.08 -0.55 0.11 -0.1641
O -6.398956 -1.295741 -6.088617 1.12 0.42 -2.94 -0.2621
S -7.200463 -1.244572 -7.473357 0.79 -0.46 0.56 0.6108
O -8.511244 -1.754443 -7.263100 -0.09 0.25 -0.30 -0.2256
O -6.969229 0.018251 -8.084525 -0.34 0.03 0.04 -0.2295
O -6.352157 -2.367202 -8.261455 -0.42 0.08 0.21 -0.1940
H -4.375070 -2.055088 -7.794139 0.01 -0.03 0.03 0.1327
H -4.908610 -3.748639 -7.679295 -0.23 0.01 -0.13 0.1336
H -4.733487 -2.332005 -5.400359 -0.16 0.16 0.10 0.1121
H -6.203628 -3.294801 -5.669325 0.06 0.01 0.04 0.1375
C 8.714717 -4.033665 -2.873276 -0.19 -0.55 0.06 -0.1574
C 8.975916 -3.669580 -1.428359 -0.56 0.35 0.07 -0.1710
O 10.367432 -3.322045 -1.381841 0.28 -0.16 -0.56 -0.1939
S 10.790176 -2.655585 -2.783958 -0.68 -0.34 0.17 0.6069
O 10.758409 -1.242946 -2.641697 0.25 -0.02 -0.20 -0.2261
O 11.930877 -3.341567 -3.279116 0.13 0.23 0.10 -0.2298
O 9.500807 -3.104274 -3.633646 0.33 0.35 0.43 -0.1863
H 9.067302 -5.043206 -3.098835 0.01 0.02 0.02 0.1333
H 7.660837 -3.950936 -3.136830 0.07 0.20 -0.10 0.1180
H 8.764311 -4.490118 -0.747586 0.24 0.02 0.02 0.1364
H 8.396772 -2.793216 -1.131059 -0.06 -0.08 -0.01 0.1300
C -2.957575 -0.194899 4.296988 -0.42 -0.26 -0.35 -0.1687
C -2.968660 -1.128146 5.491437 -0.01 0.37 0.37 -0.1738
O -1.897775 -2.039912 5.249957 0.05 0.14 -0.43 -0.1873
S -0.719547 -1.280932 4.447193 -0.36 0.10 -0.04 0.6049
O 0.263292 -0.860319 5.381644 0.06 0.01 -0.16 -0.2209
O -0.407139 -2.039866 3.297301 0.20 -0.14 0.17 -0.2546
O -1.575145 0.011684 4.000309 0.16 -0.18 0.51 -0.1834
H -3.428520 -0.658925 3.426323 0.00 -0.01 0.04 0.1134
H -3.445584 0.754465 4.509934 0.24 0.08 0.00 0.1320
H -3.910527 -1.662967 5.594008 0.15 -0.21 -0.09 0.1330
H -2.753768 -0.588807 6.418266 -0.06 0.03 -0.02 0.1303
C 0.612402 7.179191 4.046376 -0.44 -0.26 -0.26 -0.1633
C 0.619978 6.261742 5.253248 -0.02 0.41 0.39 -0.1677
O 1.676751 5.335433 4.996507 0.16 0.16 -0.44 -0.1843
S 2.840097 6.071023 4.156067 -0.78 -0.09 -0.02 0.6463
O 3.850305 6.493226 5.066910 0.15 -0.07 -0.22 -0.2294
O 3.125419 5.295518 3.001229 -0.87 0.40 2.25 -0.2008
O 1.992161 7.366067 3.714013 0.25 -0.19 0.47 -0.1790
H 0.116502 6.710390 3.193422 -0.01 0.00 0.03 0.1369
H 0.140421 8.136338 4.258008 0.25 0.08 -0.03 0.1339
H -0.323723 5.738354 5.386402 0.16 -0.21 -0.07 0.1378
H 0.862794 6.810141 6.167248 -0.08 0.01 -0.01 0.1333
C -8.426358 1.541904 -2.713034 -0.24 0.15 0.42 -0.1651
C -7.269725 0.873468 -1.996781 0.47 0.27 -0.34 -0.1656
O -7.597976 -0.519535 -1.999109 -0.60 0.07 -0.02 -0.2106
S -8.424372 -0.869483 -3.345860 0.28 0.19 -0.10 0.6470
O -7.519556 -1.391757 -4.307419 -1.60 -0.15 2.13 -0.1981
O -9.622684 -1.535109 -2.971031 0.16 -0.10 0.07 -0.2176
O -8.779861 0.644157 -3.767619 0.37 -0.33 0.13 -0.1731
H -9.291251 1.651847 -2.053702 0.03 0.03 0.01 0.1316
H -8.154902 2.514096 -3.118615 -0.02 -0.13 -0.21 0.1369
H -7.144179 1.236330 -0.978751 -0.08 -0.23 0.05 0.1321
H -6.333881 1.002412 -2.545949 -0.02 0.04 0.03 0.1405
C 4.824308 4.130315 9.146194 0.43 -0.33 -0.11 -0.1683
C 4.335492 4.171617 7.713750 -0.05 0.64 -0.07 -0.1689
O 3.287764 3.197867 7.656808 0.07 -0.27 0.59 -0.1821
S 2.536774 3.143299 9.077800 0.43 0.20 -0.35 0.6116
O 1.368398 3.948272 9.004954 -0.05 -0.15 0.21 -0.2268
O 2.505065 1.797571 9.519779 -0.24 0.05 -0.03 -0.2122
O 3.643957 3.945763 9.933174 -0.35 0.08 -0.33 -0.1914
H 5.485905 3.277430 9.316024 0.01 0.03 -0.02 0.1328
H 5.334851 5.046415 9.435491 -0.21 0.02 0.13 0.1343
H 5.120175 3.933539 6.999810 -0.18 -0.21 -0.06 0.1400
H 3.906354 5.145780 7.468322 0.10 0.00 -0.04 0.1206